1.
Entry from OMol25: a molecular structure, C32H44MgN4P2Si in a non-equilibrium geometry (ωB97M-V/def2-TZVPD).

Structure (ORCA input):
```
! RIJCOSX wB97M-V def2-TZVPD def2/J DEFGRID3
* xyz 0 1
Mg 0.336 0.016 0.063
C 2.144 -4.708 -6.428
C 0.990 -4.044 -6.525
C -0.367 -4.662 -6.636
C -0.554 -5.980 -5.842
C 0.010 -5.926 -4.450
C 1.246 -6.337 -4.135
C 2.232 -6.919 -5.134
C 2.294 -6.205 -6.506
C 0.438 -0.605 3.218
H 3.117 -4.197 -6.430
H 0.992 -2.980 -6.762
H -0.592 -4.867 -7.697
H -1.124 -3.941 -6.284
H -1.639 -6.160 -5.765
H -0.135 -6.815 -6.420
H -0.725 -5.657 -3.684
H 1.564 -6.480 -3.097
H 2.007 -7.987 -5.324
H 3.244 -6.893 -4.693
H 3.297 -6.409 -6.922
H 1.571 -6.658 -7.205
H 1.083 -0.353 4.090
H 0.885 -1.496 2.736
H -0.533 -0.916 3.632
P -1.023 -2.077 -0.253
P -0.264 0.002 -2.428
N -0.208 -3.494 0.346
N -2.527 -2.335 0.571
N 1.136 -0.504 -3.371
N -0.698 1.379 -3.431
C -1.374 -2.547 -1.974
C -1.449 -1.294 -2.890
C 1.085 -3.536 0.878
C 1.382 -4.851 1.186
C 0.248 -5.653 0.828
C -0.713 -4.798 0.300
C -2.693 -2.313 1.963
C -4.044 -2.429 2.251
C -4.746 -2.526 0.994
C -3.792 -2.452 -0.014
C 2.426 -0.501 -2.832
C 3.262 -1.205 -3.675
C 2.471 -1.686 -4.768
C 1.168 -1.243 -4.554
C -0.734 1.508 -4.830
C -1.231 2.787 -5.132
C -1.527 3.437 -3.883
C -1.205 2.556 -2.861
H -2.280 -3.167 -2.078
H -0.524 -3.184 -2.275
H -1.314 -1.604 -3.932
H -2.438 -0.816 -2.809
H 1.671 -2.627 0.950
H 2.309 -5.226 1.599
H 0.147 -6.724 0.915
H -1.690 -4.991 -0.127
H -1.845 -2.189 2.619
H -4.499 -2.412 3.230
H -5.812 -2.613 0.846
H -3.891 -2.441 -1.095
H 2.619 0.022 -1.895
H 4.326 -1.367 -3.559
H 2.799 -2.290 -5.598
H 0.267 -1.402 -5.133
H -0.423 0.697 -5.466
H -1.368 3.187 -6.122
H -1.932 4.432 -3.770
H -1.275 2.631 -1.789
C 1.472 4.631 2.629
Si 0.148 3.377 3.108
C 0.483 2.974 4.931
C -1.458 4.316 3.003
C 0.109 1.758 2.108
C 0.280 0.511 2.258
H 1.502 5.466 3.346
H 1.265 5.068 1.644
H 2.481 4.201 2.597
H 0.517 3.870 5.564
H -0.291 2.315 5.344
H 1.444 2.457 5.056
H -1.603 4.726 1.997
H -2.323 3.688 3.242
H -1.446 5.161 3.709
*
```

Summary:
Frontier orbital gap (alpha / beta) = 5.19 / 5.28 eV
Electronic energy = -2636.8927 Eh
Energy relative to the best compared isomer or geometry (same formula, charge and spin) = 0.0 kcal/mol

---

2.
Entry from OMol25: a molecular structure, C32H44N3O3PV in a non-equilibrium geometry (ωB97M-V/def2-TZVPD).

Structure (ORCA input):
```
! RIJCOSX wB97M-V def2-TZVPD def2/J DEFGRID3
* xyz 2 2
V 0.222 0.164 -0.338
C -3.941 -1.858 0.526
C -3.070 -0.836 1.209
C -2.085 -1.220 2.124
C -1.390 -0.270 2.857
C -1.635 1.086 2.670
C -2.578 1.484 1.737
C -3.296 0.526 1.022
H -4.836 -2.052 1.121
H -3.419 -2.804 0.390
H -4.277 -1.505 -0.450
H -1.909 -2.277 2.297
H -0.686 -0.584 3.620
H -1.101 1.824 3.255
H -2.791 2.536 1.594
H -4.095 0.842 0.358
C 4.053 -0.157 -2.225
C 3.973 0.799 -3.233
C 2.787 1.467 -3.404
C 1.716 1.199 -2.558
N 1.798 0.301 -1.549
C 2.969 -0.374 -1.418
C 0.378 1.782 -2.730
C 0.114 2.852 -3.575
C -1.181 3.294 -3.714
C -2.192 2.682 -2.978
C -1.863 1.666 -2.120
N -0.595 1.189 -1.994
H 4.956 -0.734 -2.075
H 4.818 0.999 -3.880
H 2.679 2.187 -4.204
H 2.977 -1.125 -0.647
H 0.919 3.335 -4.110
H -1.410 4.115 -4.382
H -3.221 3.007 -3.054
H -2.607 1.199 -1.494
C -3.400 -3.000 -3.086
C -2.285 -2.037 -2.788
O -1.507 -2.559 -1.684
P -0.111 -2.055 -1.125
O 0.939 -2.588 -2.211
C 1.042 -2.006 -3.533
C 0.848 -3.077 -4.574
O 0.182 -3.104 0.043
C 0.145 -4.554 -0.130
C -1.154 -5.108 0.388
H -3.891 -2.714 -4.018
H -4.146 -3.018 -2.293
H -3.000 -4.008 -3.206
H -2.664 -1.054 -2.508
H -1.642 -1.923 -3.658
H 2.031 -1.553 -3.605
H 0.306 -1.205 -3.647
H 1.657 -3.807 -4.536
H 0.833 -2.635 -5.573
H -0.097 -3.602 -4.416
H 0.992 -4.926 0.440
H 0.314 -4.790 -1.179
H -1.290 -4.877 1.446
H -1.153 -6.194 0.277
H -2.002 -4.711 -0.172
C 4.031 -1.924 1.704
N 3.515 -1.625 3.076
C 4.538 -0.871 3.878
C 2.130 -0.974 3.029
C 2.061 0.426 2.479
C 2.533 1.506 3.233
C 2.333 2.814 2.812
C 1.582 3.059 1.667
C 1.075 1.973 0.971
C 1.303 0.640 1.325
H 4.947 -2.500 1.796
H 4.226 -0.973 1.219
H 3.270 -2.488 1.171
H 3.377 -2.514 3.553
H 4.778 0.046 3.353
H 5.416 -1.505 3.966
H 4.123 -0.658 4.859
H 1.777 -1.025 4.059
H 1.525 -1.636 2.413
H 3.030 1.345 4.185
H 2.724 3.638 3.395
H 1.377 4.075 1.352
H 0.396 2.222 0.120
*
```

Summary:
Frontier orbital gap (alpha / beta) = 7.01 / 6.12 eV
Electronic energy = -2920.6364 Eh
Energy relative to the best compared isomer or geometry (same formula, charge and spin) = 21.4 kcal/mol

---

3.
Entry from OMol25: 5 unconnected molecules or ions with the total composition C32H44N4O6S in a non-equilibrium geometry (ωB97M-V/def2-TZVPD).

Structure (ORCA input):
```
! RIJCOSX wB97M-V def2-TZVPD def2/J DEFGRID3
* xyz 0 1
O 1.158 0.198 -0.046
C -0.184 0.255 0.053
C -0.921 0.993 1.360
C -0.215 2.468 1.493
C 1.194 2.587 2.338
C 2.004 4.009 2.542
C 3.382 4.145 3.422
C 4.714 4.572 2.566
C 5.111 3.383 1.495
C 5.717 4.134 0.162
S 4.503 4.247 -1.261
O 4.223 2.841 -1.849
O 3.129 4.885 -0.886
O 5.189 5.295 -2.453
C 1.362 5.341 1.823
C -0.046 5.220 0.977
C -0.893 3.790 0.800
C -2.312 3.835 -0.031
O -2.853 2.819 -0.720
C -3.135 5.289 0.036
C -2.385 6.597 0.200
C -0.733 6.554 0.267
O 0.031 7.535 -0.266
H -0.837 -0.231 -0.795
H -2.079 1.010 1.178
H -0.604 0.345 2.307
H 1.633 1.591 2.828
H 3.551 3.145 4.006
H 3.187 5.024 4.206
H 5.611 4.617 3.346
H 4.665 5.649 2.085
H 5.970 2.718 1.990
H 4.202 2.672 1.285
H 6.134 5.194 0.501
H 6.657 3.489 -0.178
H 4.370 5.590 -2.982
H 1.862 6.397 1.918
H -4.326 5.302 -0.010
H -2.975 7.610 0.255
C 1.474 -2.503 -2.693
C 0.783 -3.861 -2.641
C -0.707 -3.784 -2.980
C -1.415 -2.883 -1.980
N -2.002 -2.136 -1.151
H 1.059 -1.809 -1.955
H 2.541 -2.611 -2.473
H 1.375 -2.050 -3.686
H 0.915 -4.288 -1.639
H 1.276 -4.538 -3.347
H -1.154 -4.783 -2.942
H -0.852 -3.385 -3.990
C -4.959 -0.951 2.784
C -5.039 -1.270 4.274
C -4.481 -0.148 5.153
C -3.016 0.083 4.823
N -1.800 0.274 4.549
H -3.923 -0.829 2.452
H -5.394 -1.767 2.198
H -5.508 -0.032 2.550
H -4.492 -2.200 4.467
H -6.085 -1.449 4.544
H -4.574 -0.418 6.210
H -5.038 0.781 4.990
C -2.759 -5.507 -6.736
C -1.888 -4.493 -7.471
C -0.539 -5.070 -7.904
C 0.240 -5.526 -6.682
N 0.887 -5.905 -5.668
H -2.291 -5.843 -5.806
H -3.723 -5.060 -6.472
H -2.951 -6.386 -7.363
H -1.730 -3.625 -6.820
H -2.427 -4.137 -8.356
H 0.041 -4.309 -8.437
H -0.684 -5.921 -8.578
C 0.166 -4.180 4.149
C 0.694 -2.993 3.349
C 0.068 -2.888 1.957
C 0.382 -4.141 1.157
N 0.642 -5.181 0.493
H 0.406 -5.133 3.665
H 0.619 -4.199 5.145
H -0.922 -4.119 4.270
H 1.784 -3.082 3.261
H 0.490 -2.071 3.904
H 0.468 -2.015 1.430
H -1.019 -2.771 2.032
*
```

Summary:
Frontier orbital gap = 7.12 eV
Electronic energy = -2313.6727 Eh
SMILES string = O=CCc1cc(CCCCS(=O)(=O)O)cc2c1C(=O)C=CC2=O.CCCC#N.CCCC#N.CCCC#N.CCCC#N

---

4.
Entry from OMol25: a molecular structure, C32H44N4O8 in a non-equilibrium geometry (ωB97M-V/def2-TZVPD).

Structure (ORCA input):
```
! RIJCOSX wB97M-V def2-TZVPD def2/J DEFGRID3
* xyz 0 1
O -2.719 -0.675 0.017
C -1.639 -0.130 -0.171
O -1.099 -0.130 -1.415
C 0.220 0.351 -1.425
C 0.578 0.512 0.027
C -0.721 0.758 0.684
H 0.106 1.285 -1.977
H 0.863 -0.324 -1.990
H 1.321 1.294 0.188
H 0.906 -0.486 0.316
H -1.081 1.786 0.641
H -0.702 0.565 1.757
O -0.294 -1.932 2.423
C -0.536 -2.322 1.271
O 0.173 -2.000 0.121
C -0.397 -2.669 -1.003
C -1.829 -3.041 -0.575
C -1.645 -3.332 0.895
H 0.151 -3.607 -1.095
H -0.474 -2.127 -1.945
H -2.208 -3.860 -1.186
H -2.365 -2.130 -0.842
H -1.253 -4.307 1.184
H -2.458 -3.094 1.581
O -2.647 2.519 1.968
C -2.530 1.393 2.434
O -1.362 1.025 3.014
C -1.336 -0.319 3.390
C -2.525 -1.001 2.672
C -3.479 0.196 2.554
H -1.498 -0.337 4.468
H -0.434 -0.860 3.106
H -2.954 -1.830 3.235
H -2.192 -1.376 1.704
H -4.176 0.107 3.386
H -3.991 0.130 1.594
O 4.839 0.537 -3.010
C 3.972 1.207 -2.452
O 4.295 2.250 -1.705
C 3.230 2.925 -1.151
C 2.002 2.442 -1.902
C 2.469 1.108 -2.592
H 3.281 4.014 -1.167
H 3.285 2.598 -0.113
H 1.718 3.225 -2.605
H 1.132 2.218 -1.286
H 2.029 0.954 -3.578
H 2.162 0.271 -1.965
N 0.160 2.116 2.234
C 1.363 1.673 2.774
C 2.347 2.368 2.104
C 1.776 2.942 0.957
C 0.424 2.831 1.107
H -0.770 1.841 2.517
H 1.325 1.001 3.618
H 3.365 2.329 2.462
H 2.383 3.479 0.244
H -0.383 3.102 0.442
N -4.425 0.069 0.068
C -4.066 1.328 0.390
C -5.093 2.169 -0.019
C -6.045 1.345 -0.682
C -5.638 0.056 -0.574
H -3.897 -0.785 0.180
H -3.182 1.480 0.991
H -5.143 3.247 0.015
H -6.911 1.811 -1.128
H -6.047 -0.846 -1.005
N 1.007 -3.117 -3.725
C 1.501 -1.913 -4.175
C 1.955 -1.185 -3.091
C 1.677 -1.963 -1.950
C 1.200 -3.191 -2.378
H 0.649 -3.853 -4.318
H 1.465 -1.768 -5.244
H 2.421 -0.212 -3.048
H 1.985 -1.654 -0.962
H 0.883 -4.041 -1.791
N 4.664 -0.846 0.669
C 4.168 0.153 -0.120
C 2.857 0.467 0.232
C 2.431 -0.602 1.053
C 3.578 -1.364 1.359
H 5.552 -1.326 0.689
H 4.831 0.670 -0.798
H 2.241 1.267 -0.153
H 1.476 -0.653 1.554
H 3.730 -2.202 2.022
*
```

Summary:
Frontier orbital gap = 7.77 eV
Electronic energy = -2065.5320 Eh
Energy relative to the best compared isomer or geometry (same formula, charge and spin) = 722.8 kcal/mol